*1*
Entry from OMol25: 3 unconnected molecules or ions with the total composition C4H9N3 (ωB97M-V/def2-TZVPD).

Atoms and positions in Å:
N -0.09077 -0.19646 2.10988
N 0.28875 -0.30045 -0.30415
N 0.46253 0.61120 -1.32004
C 0.28254 0.00042 0.94459
C -2.48825 -0.35811 -1.25585
C -1.76411 -0.60240 -0.18006
C 2.37655 0.21596 0.82610
H 0.34984 0.12565 -2.20122
H -0.20269 1.37747 -1.25882
H 0.62948 -0.08201 2.81927
H 2.80117 0.30119 -0.16533
H 2.71112 -0.66191 1.37024
H -2.05940 0.01501 -2.18497
H -2.18562 -0.98738 0.74420
H -3.54836 -0.61424 -1.31144
H 2.43722 1.15606 1.36760

Calculated values
- gap between HOMO and LUMO (alpha / beta) (eV) = 8.08 / 8.08
- net charge = 0
- LUMO energy (alpha / beta) (eV) = 0.66 / 0.66
- spin multiplicity = 1

natural (NBO) population analysis, charges in e, atoms 1 to 2: -0.694 -0.224

***

*2*
Entry from OMol25: a single C4H9N3 molecule (ωB97M-V/def2-TZVPD).

Atoms and positions in Å:
N -1.73115 -0.15916 1.78780
N 0.56232 -0.90061 -2.16358
N -0.91603 -0.11782 -0.41107
C -0.70904 -0.34107 0.90050
C 1.17684 1.14024 -1.09321
C 0.65053 -0.50380 1.17086
C 0.41500 -0.15775 -1.13202
H 2.22920 0.91513 -0.92556
H 1.21387 -1.36758 0.86040
H 1.03521 -0.07005 2.08676
H -1.80158 -0.35380 -0.84710
H -1.49744 -0.18095 2.76619
H -2.52826 0.39750 1.51981
H -0.03520 -1.72373 -2.17112
H 1.09035 1.63129 -2.06175
H 0.84537 1.79215 -0.28692

Calculated values
- SMILES = [H]/N=C(/C)NC(=C)N
- gap between HOMO and LUMO (eV) = 8.34
- net charge = 0
- LUMO energy (eV) = 0.75
- spin multiplicity = 1

natural (NBO) population analysis, charges in e, atoms 1 to 2: -0.802 -0.698

***

*3*
Entry from OMol25: a single C4H9N3 molecule (ωB97M-V/def2-TZVPD).

Atoms and positions in Å:
N -1.99675 1.29937 1.09450
N 0.24519 2.02251 1.17056
N -1.04312 -1.36573 0.32215
C 0.85412 0.00607 -0.63320
C 1.49843 -1.49246 -1.32864
C -0.22305 -0.45958 0.16816
C -0.65565 1.18564 0.86169
H 1.65674 0.44352 -0.04618
H -0.09653 2.87840 1.61657
H -0.83303 -2.27622 -0.07938
H 0.77430 -1.94103 -2.00626
H 0.53532 0.62165 -1.46879
H -2.54890 0.46381 0.98779
H 2.37543 -1.17216 -1.88454
H -2.33472 1.97303 1.76969
H 1.79222 -2.18682 -0.54412

Calculated values
- SMILES = [H]/N=C(N)/C(CC)=N/[H]
- gap between HOMO and LUMO (eV) = 9.83
- net charge = 0
- LUMO energy (eV) = 0.98
- spin multiplicity = 1

natural (NBO) population analysis, charges in e, atoms 1 to 2: -0.845 -0.767

***

*4*
Entry from OMol25: a single C4H9N3 molecule (ωB97M-V/def2-TZVPD).

Atoms and positions in Å:
N 1.90100 -0.55222 -0.21649
N 0.61689 1.33276 0.11571
N -1.73685 -0.67265 -0.15025
C -0.49949 -1.01142 -0.03508
C -0.53274 2.19581 0.09221
C -0.14810 -2.47059 0.07738
C 0.74379 0.00509 -0.11207
H -0.20887 3.23361 0.21576
H 0.43756 -2.77842 -0.79283
H 1.53879 1.86822 0.04165
H -1.06069 2.13427 -0.86341
H -1.05424 -3.08291 0.10848
H -1.86358 0.32892 -0.22546
H 0.42771 -2.64251 0.99031
H 2.64407 0.14444 -0.16957
H -1.20524 1.96762 0.92366

Calculated values
- SMILES = [H]/N=C(C)\C(=N\[H])NC
- gap between HOMO and LUMO (eV) = 9.78
- net charge = 0
- LUMO energy (eV) = 0.71
- spin multiplicity = 1

natural (NBO) population analysis, charges in e, atoms 1 to 2: -0.705 -0.617

***

Energy relative to the most stable one, in kJ/mol: *1* 609.1; *2* 96.7; *3* 108.9; *4* 0.0

***

*1*
Entry from OMol25: a single C4H9N3 molecule (ωB97M-V/def2-TZVPD).

Atoms and positions in Å:
N -2.51643 0.52594 0.45420
N -0.37429 0.25473 -0.22575
N -1.27328 -0.09493 0.63632
C 1.33256 -0.32291 1.43504
C 1.54316 -0.98798 -0.96379
C -0.49744 1.05845 -1.26809
C 0.88424 -0.39042 0.01520
H -1.39394 1.62377 -1.41589
H 2.49050 -1.46034 -0.78061
H 1.44406 0.72138 1.73896
H -2.86440 0.41038 -0.50116
H 1.16573 -1.03094 -1.97043
H 2.28455 -0.84107 1.55983
H 0.35530 1.22870 -1.89146
H -3.15028 0.08124 1.10565
H 0.56997 -0.77601 2.07199

Calculated values
- gap between HOMO and LUMO (eV) = 8.21
- net charge = 0
- LUMO energy (eV) = 1.09
- spin multiplicity = 1

natural (NBO) population analysis, charges in e, atoms 1 to 2: -0.669 -0.105

***

*2*
Entry from OMol25: a single C4H9N3 molecule (ωB97M-V/def2-TZVPD).

Atoms and positions in Å:
N 2.45094 -0.38862 0.17436
N -2.23859 0.49725 0.58163
N 1.01624 -0.74067 0.04312
C 0.23530 0.23839 -0.00756
C 0.54556 1.69278 -0.17970
C -1.28982 -0.24038 0.21173
C -1.56897 -1.67490 -0.10236
H -1.01515 -2.31295 0.58214
H 2.84795 0.27926 -0.48443
H -2.02082 1.47381 0.76799
H -0.36513 2.28269 -0.25124
H 1.14955 1.83899 -1.07750
H 3.01430 -1.22905 0.18250
H -2.63390 -1.87118 -0.00023
H -1.24484 -1.90177 -1.11549
H 1.11737 2.05634 0.67503

Calculated values
- SMILES = [H]/N=C(C)\C(C)=N\N
- gap between HOMO and LUMO (eV) = 10.14
- net charge = 0
- LUMO energy (eV) = 0.88
- spin multiplicity = 1

natural (NBO) population analysis, charges in e, atoms 1 to 2: -0.699 -0.631

***

Energy relative to the most stable one, in kJ/mol: *1* 187.9; *2* 0.0

***

*1*
Entry from OMol25: 2 unconnected molecules or ions with the total composition C4H9N3 (ωB97M-V/def2-TZVPD).

Atoms and positions in Å:
N -0.90347 2.38778 0.05633
N 1.84004 0.07960 -0.75572
N 3.96390 0.77073 0.24563
C -0.25999 -0.93120 -1.21650
C 0.76160 -1.07734 1.11466
C 0.86312 -0.59126 -0.29661
C 2.93910 0.42163 -0.14805
H -0.07232 -1.91778 -1.64600
H -0.31838 -0.22304 -2.03946
H 1.70366 -0.93649 1.64295
H 0.48328 -2.12767 1.13834
H -1.20694 -0.97447 -0.68361
H 0.03432 2.64895 0.33063
H -0.01713 -0.52166 1.63753
H -1.23551 1.68476 0.70180
H -0.85195 1.97989 -0.86649

Calculated values
- SMILES = CC(C)=NC#N.N
- gap between HOMO and LUMO (eV) = 10.38
- net charge = 0
- LUMO energy (eV) = 0.21
- spin multiplicity = 1

natural (NBO) population analysis, charges in e, atoms 1 to 2: -1.064 -0.514

***

*2*
Entry from OMol25: a single C4H9N3 molecule (ωB97M-V/def2-TZVPD).

Atoms and positions in Å:
N 2.12924 -1.59481 0.14453
N -1.40706 0.34303 1.18832
N 1.23683 1.71784 -0.54721
C 1.42533 -0.58902 0.13882
C -1.20332 -0.99672 -0.85616
C -0.80561 0.34870 -0.12347
C 0.70855 0.47558 -0.11858
H -1.11580 -0.46473 1.72728
H -2.29036 -1.02238 -0.87934
H -0.82422 -1.02807 -1.87307
H 2.24720 1.74550 -0.50067
H 0.83458 2.50466 -0.05092
H -0.85978 -1.86545 -0.29892
H -1.21142 1.20187 -0.67869
H -1.27946 1.21409 1.69069
H 2.41532 -1.99011 1.03739

Calculated values
- SMILES = C[C@@H](N)C(N)=C=N
- gap between HOMO and LUMO (eV) = 8.52
- net charge = 0
- LUMO energy (eV) = 0.89
- spin multiplicity = 1

natural (NBO) population analysis, charges in e, atoms 1 to 2: -0.632 -0.836

***

*3*
Entry from OMol25: a single C4H9N3 molecule (ωB97M-V/def2-TZVPD).

Atoms and positions in Å:
N -0.37428 0.64449 0.07260
N 1.07123 -0.72747 0.59487
N -0.24195 1.06475 -1.14068
C -1.16949 -1.35437 1.06215
C -1.36556 -0.11399 0.55090
C 0.81932 2.01604 -1.34589
C 0.30519 -1.75332 0.99000
H 1.57457 -0.11511 1.31533
H -2.47991 0.14877 0.26427
H -0.44761 0.35166 -1.87385
H -1.89856 -1.83292 1.74627
H 0.26113 2.96155 -1.30210
H 0.46129 -2.63580 0.17873
H 1.64388 1.59007 -0.65938
H 1.28391 1.94399 -2.43394
H 0.55682 -2.18833 1.98073

Calculated values
- gap between HOMO and LUMO (alpha / beta) (eV) = 8.28 / 8.28
- net charge = 0
- LUMO energy (alpha / beta) (eV) = 0.68 / 0.67
- spin multiplicity = 1

natural (NBO) population analysis, charges in e, atoms 1 to 2: -0.126 -0.632

***

Energy relative to the most stable one, in kJ/mol: *1* 0.0; *2* 83.3; *3* 473.3

***

*1*
Entry from OMol25: a molecular structure, C3H6NO2 (ωB97M-V/def2-TZVPD).

Atoms and positions in Å:
O 0.62837 -0.26220 -1.09889
O -1.61423 0.05701 1.23063
N 2.47170 -0.16611 0.25470
C 1.65631 -1.15086 -0.43685
C 0.75293 1.12320 -0.85970
C 1.82491 0.81980 0.00627
H -0.27251 1.30174 -0.32696
H -2.20162 -0.31545 2.06239
H 0.96372 1.90121 -1.67043
H 1.25283 -1.90448 0.15919
H 2.24433 -1.62962 -1.21873
H -2.25206 0.35055 0.55753

Calculated values
- gap between HOMO and LUMO (eV) = 7.59
- net charge = +1
- LUMO energy (eV) = -7.66
- spin multiplicity = 1

natural (NBO) population analysis, charges in e, atoms 1 to 2: -0.446 -0.989

***

*2*
Entry from OMol25: 2 unconnected molecules or ions with the total composition C3H6NO2 (ωB97M-V/def2-TZVPD).

Atoms and positions in Å:
O 1.68467 -0.93770 -0.31831
O 3.51946 0.37747 -0.15350
N -0.95928 0.41684 -0.47693
C -0.43011 1.03726 0.63537
C 2.60040 -0.23915 -0.26011
C -1.38797 -0.80837 -0.46872
H -0.48955 0.54117 1.67383
H -2.16929 -0.84410 -1.21352
H -1.43090 -1.53880 0.35908
H 0.60258 1.25355 0.42582
H -0.93057 2.01406 0.76551
H -0.60944 -1.27224 -0.96852

Calculated values
- gap between HOMO and LUMO (eV) = 8.85
- net charge = +1
- LUMO energy (eV) = -8.29
- spin multiplicity = 1

natural (NBO) population analysis, charges in e, atoms 1 to 2: -0.590 -0.428

***

*3*
Entry from OMol25: a gas-phase ion, C3H6NO2 (charge +1) (ωB97M-V/def2-TZVPD).

Atoms and positions in Å:
O -2.61054 0.44891 0.06479
O -0.87987 -0.97364 0.17840
N 1.25805 1.03478 -0.02535
C 1.40149 -0.27999 0.07819
C -1.31437 0.22643 0.00566
C 0.44301 -1.25018 0.10015
H 0.65057 1.17728 -0.85189
H 2.06289 1.59222 0.07127
H -3.35738 -0.18391 0.19289
H 0.69436 -2.33387 0.13896
H -0.76446 1.10811 -0.27072
H 2.41625 -0.56615 0.31765

Calculated values
- gap between HOMO and LUMO (alpha / beta) (eV) = 8.31 / 8.31
- net charge = +1
- LUMO energy (alpha / beta) (eV) = -5.20 / -5.20
- spin multiplicity = 1

natural (NBO) population analysis, charges in e, atoms 1 to 2: -0.608 -0.346

***

*4*
Entry from OMol25: 2 unconnected molecules or ions with the total composition C3H6NO2 (ωB97M-V/def2-TZVPD).

Atoms and positions in Å:
O -0.80512 1.19854 0.06978
O 0.81600 0.58347 1.49856
N 1.24683 0.88582 -0.72653
C 0.41565 0.88201 0.33978
C -1.52626 -1.67517 0.26607
C -0.56818 -2.07338 -0.34626
H 0.38963 0.73277 2.35211
H 0.83685 1.00032 -1.67089
H 2.23912 0.71617 -0.68118
H 0.02847 -2.72036 -0.94391
H -2.17533 -1.04768 0.69793
H -0.89766 1.51751 -0.85546

Calculated values
- gap between HOMO and LUMO (eV) = 10.61
- net charge = +1
- LUMO energy (eV) = -3.85
- spin multiplicity = 1

natural (NBO) population analysis, charges in e, atoms 1 to 2: -0.592 -0.603

***

Energy relative to the most stable one, in kJ/mol: *1* 338.7; *2* 134.4; *3* 18.0; *4* 0.0